The following is a DFT calculation (ωB97M-V/def2-TZVPD) of C22H63B3InN2O8 as an isolated structure.

```
99
Properties=species:S:1:pos:R:3:forces:R:3:lowdin_charge:R:1
C -0.506 -1.386 1.267 -1.12 -0.48 -0.28 -0.135
C -1.291 -1.105 -0.049 0.55 0.81 0.27 -0.216
B -0.435 -0.482 -1.251 -0.85 0.07 -0.56 -0.509
O -1.223 -0.054 -2.384 -0.32 -0.67 1.81 -0.033
In 1.820 -0.179 -1.363 -0.10 0.13 -0.40 0.558
B 3.097 -1.932 -0.636 -0.18 0.01 0.17 -0.625
N 4.562 -1.996 -1.000 -0.48 -0.77 0.53 0.044
O 2.507 -2.977 0.138 1.31 0.88 -0.08 -0.009
B 2.517 1.813 -0.414 -0.03 0.22 0.03 -0.584
N 3.790 1.878 0.373 -0.71 1.02 -0.41 0.072
O 1.796 3.043 -0.558 0.41 -1.21 0.77 -0.022
H -0.593 -2.454 1.487 0.38 0.02 0.08 0.060
H 0.542 -1.109 1.216 0.04 0.04 0.03 0.031
H -1.014 -0.893 2.102 0.33 0.17 0.03 0.055
H -2.118 -0.412 0.181 -0.03 -0.15 -0.23 0.087
H -1.763 -2.026 -0.420 0.01 0.13 -0.05 0.081
H -0.843 -0.512 -3.118 0.69 0.22 -1.06 0.034
H 2.212 0.009 -3.134 -0.01 -0.02 0.12 -0.076
H 4.994 -1.173 -0.595 0.15 0.17 0.10 0.018
H 4.591 -1.802 -1.994 0.02 0.18 -0.22 0.029
H 2.150 -3.596 -0.486 -0.52 -0.69 -0.35 0.054
H 4.551 1.456 -0.135 0.16 -0.37 0.09 0.024
H 3.695 1.419 1.265 0.14 -0.17 0.23 0.044
H 2.137 3.503 -1.313 0.25 0.52 -0.72 0.050
C -0.982 3.550 0.182 -0.20 0.16 0.13 -0.070
C -2.189 4.162 0.867 0.06 -0.23 -0.22 -0.272
O -1.888 5.330 1.620 -0.13 0.14 0.26 -0.162
C -1.332 6.407 0.891 0.03 -0.05 -0.06 -0.287
C -2.232 6.918 -0.222 -0.08 -0.03 -0.07 -0.083
H -0.212 3.309 0.911 0.01 -0.03 -0.03 0.080
H -1.263 2.637 -0.345 0.03 -0.01 0.00 0.086
H -0.536 4.227 -0.544 -0.01 -0.06 -0.07 0.063
H -2.600 3.446 1.580 0.00 0.13 0.11 0.115
H -2.987 4.371 0.144 0.01 0.04 -0.02 0.103
H -0.347 6.134 0.500 -0.02 -0.02 -0.09 0.087
H -1.170 7.209 1.614 -0.03 -0.09 0.10 0.116
H -2.420 6.155 -0.977 0.08 0.02 -0.03 0.066
H -1.769 7.774 -0.718 0.01 0.00 0.02 0.071
H -3.198 7.228 0.181 0.02 0.02 0.01 0.077
C -5.498 -4.051 -1.712 -0.10 0.10 0.09 -0.079
C -4.290 -4.687 -1.047 -0.05 -0.02 -0.08 -0.280
O -3.899 -4.052 0.154 0.20 0.03 0.05 -0.159
C -4.860 -4.026 1.190 -0.07 0.00 0.02 -0.279
C -5.304 -5.405 1.648 0.01 -0.13 -0.09 -0.081
H -5.307 -2.996 -1.916 0.04 -0.03 -0.03 0.084
H -5.722 -4.556 -2.653 0.03 0.00 0.00 0.074
H -6.388 -4.107 -1.084 -0.02 -0.09 -0.04 0.063
H -3.433 -4.609 -1.716 0.07 0.06 0.11 0.120
H -4.456 -5.757 -0.877 -0.08 -0.02 0.00 0.098
H -5.722 -3.418 0.894 -0.07 -0.05 0.00 0.107
H -4.386 -3.507 2.024 0.11 0.04 -0.09 0.120
H -5.791 -5.965 0.848 -0.09 0.03 0.04 0.057
H -6.010 -5.321 2.475 0.01 0.02 0.00 0.074
H -4.444 -5.989 1.981 0.00 0.03 0.03 0.081
C 7.797 0.996 2.747 -0.03 0.10 0.11 -0.080
C 7.701 1.401 1.286 0.05 -0.02 0.05 -0.280
O 6.892 2.538 1.060 -0.02 -0.07 -0.14 -0.168
C 7.295 3.732 1.697 0.00 0.03 0.03 -0.281
C 8.682 4.204 1.296 0.09 -0.07 -0.04 -0.084
H 6.803 0.808 3.155 0.01 -0.04 -0.04 0.082
H 8.396 0.091 2.851 -0.03 -0.01 -0.03 0.075
H 8.259 1.774 3.358 0.08 -0.03 -0.02 0.062
H 7.240 0.589 0.722 -0.07 0.09 -0.05 0.114
H 8.699 1.549 0.857 0.05 -0.01 0.06 0.105
H 7.218 3.626 2.785 0.08 0.02 0.04 0.106
H 6.562 4.484 1.406 -0.09 -0.11 -0.05 0.117
H 9.457 3.486 1.572 0.00 0.04 0.07 0.062
H 8.915 5.151 1.787 -0.02 0.00 -0.01 0.072
H 8.737 4.349 0.215 -0.03 0.02 0.01 0.080
C 2.222 7.149 -0.768 0.02 0.15 -0.15 -0.076
C 3.479 6.339 -1.044 -0.11 -0.01 0.15 -0.264
O 3.881 6.358 -2.405 0.04 -0.12 -0.13 -0.153
C 4.185 7.627 -2.945 -0.02 0.02 0.03 -0.289
C 5.318 8.343 -2.229 0.04 0.00 0.10 -0.084
H 1.395 6.793 -1.385 0.01 -0.06 0.05 0.081
H 1.939 7.067 0.281 0.02 -0.07 -0.01 0.075
H 2.363 8.209 -0.993 0.02 0.02 0.09 0.063
H 3.289 5.295 -0.797 0.10 -0.02 -0.07 0.104
H 4.302 6.663 -0.398 -0.02 0.06 0.01 0.107
H 3.286 8.253 -2.975 0.02 0.08 0.05 0.104
H 4.474 7.449 -3.982 -0.03 -0.11 0.01 0.116
H 5.076 8.552 -1.186 -0.03 0.06 -0.03 0.063
H 5.533 9.295 -2.720 0.00 -0.02 -0.02 0.072
H 6.222 7.732 -2.242 -0.01 0.00 -0.03 0.080
C -6.297 -10.664 -1.102 -0.15 -0.07 -0.01 -0.080
C -6.311 -9.383 -0.286 0.11 -0.09 0.01 -0.284
O -7.595 -8.799 -0.159 -0.05 0.20 -0.08 -0.161
C -8.580 -9.596 0.471 -0.01 -0.07 0.05 -0.285
C -8.229 -9.995 1.894 0.11 0.00 0.03 -0.080
H -6.701 -10.484 -2.100 0.05 0.02 0.00 0.082
H -5.278 -11.040 -1.198 0.00 0.04 -0.01 0.077
H -6.900 -11.449 -0.643 0.07 -0.02 0.05 0.064
H -5.689 -8.637 -0.784 -0.11 0.10 0.02 0.114
H -5.867 -9.545 0.702 0.00 -0.07 0.01 0.107
H -8.801 -10.479 -0.139 0.02 -0.06 0.04 0.105
H -9.488 -8.992 0.483 0.06 0.09 -0.07 0.117
H -7.328 -10.608 1.938 -0.05 -0.06 -0.01 0.065
H -9.044 -10.568 2.337 -0.01 0.02 -0.01 0.075
H -8.053 -9.108 2.505 -0.03 0.00 -0.01 0.081
```
Positions in Å, forces in eV/Å.

The value obtained for the electronic energy is -1852.103235 a.u. As for the charge: -1. The orbital gap is 0.1988 Eh. The value obtained for the largest force on an atom is 1.958 eV/A. Its HOMO energy is -3.365 eV.



The following is a DFT calculation (ωB97M-V/def2-TZVPD) of a 8-piece molecular cluster, C22H63N3O8 overall.

```
96
Properties=species:S:1:pos:R:3:forces:R:3:lowdin_charge:R:1
C 17.389 15.715 9.015 -0.34 -1.50 -0.73 -0.069
O 16.381 15.088 8.188 0.24 0.30 0.19 -0.198
C 16.629 13.731 7.836 -0.29 -0.62 -0.56 -0.195
C 15.803 13.373 6.586 -1.98 0.43 -0.21 -0.437
C 14.325 13.711 6.763 0.24 0.47 0.38 -0.077
N 15.837 11.963 6.182 1.50 0.32 0.47 0.049
H 17.625 15.012 9.814 0.20 0.13 0.31 0.074
H 17.043 16.655 9.446 -0.26 -0.15 -0.34 0.087
H 18.275 15.858 8.398 0.22 0.25 0.12 0.077
H 17.668 13.488 7.615 0.44 0.49 0.00 0.109
H 16.353 13.029 8.623 -0.24 0.10 0.50 0.118
H 16.081 14.067 5.793 0.71 0.01 -0.23 0.133
H 13.831 13.670 5.792 -0.04 0.23 -0.04 0.073
H 14.322 14.717 7.181 -0.68 0.04 -0.10 0.069
H 13.793 13.008 7.404 0.20 0.00 0.25 0.076
H 15.443 11.845 5.260 -0.61 0.24 -0.04 0.072
H 16.817 11.811 5.991 0.46 -0.74 0.07 0.020
C 20.892 13.281 9.668 0.08 0.62 -0.32 -0.071
O 21.442 13.589 8.384 -0.74 0.21 -0.04 -0.181
C 21.709 14.967 8.184 1.02 0.61 0.12 -0.218
C 21.778 15.404 6.723 0.63 0.40 -1.09 -0.419
C 22.762 14.624 5.838 -0.89 -0.78 0.21 -0.058
N 22.185 16.827 6.676 -0.54 0.04 1.18 0.022
H 20.573 12.240 9.709 0.45 0.01 -0.21 0.063
H 19.994 13.861 9.882 -0.16 0.27 -0.20 0.075
H 21.613 13.532 10.446 0.15 -0.29 0.18 0.090
H 21.090 15.682 8.726 -0.91 -0.39 0.01 0.119
H 22.681 15.227 8.605 0.65 -0.32 0.20 0.119
H 20.775 15.345 6.300 -0.09 -0.12 -0.12 0.130
H 23.790 14.698 6.191 -0.03 0.05 0.07 0.083
H 22.693 14.983 4.811 0.13 0.20 0.03 0.076
H 22.467 13.576 5.790 0.20 -0.24 0.10 0.056
H 22.400 17.188 5.757 -0.19 -0.40 -0.19 0.066
H 23.027 16.930 7.224 0.19 0.13 0.08 0.061
C 14.826 3.962 7.398 0.45 0.31 -0.69 -0.085
O 15.996 4.545 6.804 -0.84 -1.39 0.03 -0.192
C 15.965 5.934 6.695 1.07 0.63 -0.01 -0.220
C 17.240 6.310 5.926 -0.91 0.20 0.69 -0.463
C 17.636 7.748 6.092 1.87 0.50 0.67 -0.054
N 17.071 6.123 4.526 -0.63 -0.74 -1.65 0.039
H 14.854 4.110 8.477 -0.41 0.29 0.05 0.085
H 14.760 2.889 7.217 0.64 -0.02 -0.12 0.082
H 13.958 4.363 6.876 -0.32 0.32 0.51 0.086
H 15.095 6.372 6.206 -0.32 -0.41 -0.51 0.131
H 15.960 6.412 7.675 0.28 -0.03 0.46 0.115
H 18.041 5.622 6.198 0.06 0.11 1.11 0.131
H 18.724 7.689 6.130 0.40 0.42 -0.22 0.062
H 17.435 8.235 7.046 -0.63 -0.05 -0.02 0.070
H 17.422 8.392 5.239 -0.50 -0.14 0.22 0.072
H 17.976 6.210 4.087 0.15 0.37 -0.32 0.077
H 16.841 5.152 4.365 -0.30 -0.30 -0.13 0.075
C 17.978 9.780 11.238 0.56 0.41 0.08 -0.065
C 18.740 9.917 9.934 -0.31 -0.76 -0.67 -0.318
O 18.175 10.840 9.019 -0.23 0.49 0.08 -0.099
H 17.058 9.209 11.117 0.00 0.04 -0.12 0.079
H 17.737 10.759 11.651 0.03 -0.01 0.12 0.079
H 18.623 9.242 11.933 -0.14 -0.01 0.19 0.078
H 18.696 8.942 9.448 0.32 -0.28 0.01 0.089
H 19.791 10.199 9.991 -0.07 -0.01 0.54 0.101
H 17.237 10.641 8.969 -0.32 0.14 -0.23 0.093
C 22.766 10.199 3.704 -0.65 0.65 0.43 -0.100
C 24.181 9.716 3.493 -0.96 0.40 -1.28 -0.304
O 24.964 10.763 2.895 -0.01 -0.30 0.63 -0.083
H 22.226 10.616 2.854 0.67 0.11 -0.49 0.075
H 22.791 10.985 4.458 -0.16 0.04 0.09 0.057
H 22.061 9.435 4.031 0.42 -0.35 0.40 0.069
H 24.148 8.947 2.720 0.13 -0.72 0.50 0.110
H 24.579 9.398 4.457 0.25 -0.25 -0.15 0.113
H 25.770 10.294 2.667 0.34 0.44 -0.21 0.073
C 18.932 9.933 3.105 1.01 -0.97 -1.02 -0.066
C 19.217 9.280 1.708 0.22 1.42 0.64 -0.325
O 18.467 8.120 1.484 -0.63 -0.24 0.03 -0.072
H 19.528 9.429 3.865 -0.38 -0.15 0.26 0.052
H 17.867 9.915 3.338 0.13 -0.05 -0.01 0.078
H 19.299 10.959 3.087 -0.20 0.05 -0.14 0.061
H 20.258 9.027 1.506 0.46 0.22 0.66 0.100
H 19.015 10.080 0.996 -0.47 -0.09 -0.46 0.100
H 18.549 7.935 0.546 -0.15 -0.26 -0.03 0.082
C 20.960 7.291 8.568 0.09 -0.50 0.04 -0.074
C 20.176 6.246 9.370 -0.42 1.18 0.15 -0.336
O 20.942 5.086 9.552 0.35 -0.37 0.06 -0.061
H 21.192 6.838 7.603 -0.06 0.40 -0.24 0.078
H 21.912 7.566 9.021 0.12 -0.50 0.33 0.079
H 20.473 8.263 8.489 -0.45 -0.37 -0.36 0.029
H 19.215 5.975 8.933 -0.01 0.19 -0.68 0.104
H 19.866 6.693 10.315 0.28 0.00 0.54 0.097
H 20.334 4.343 9.574 0.14 -0.10 0.06 0.084
C 20.741 10.552 6.688 1.12 1.14 -1.33 -0.058
C 19.948 11.693 5.955 0.38 -1.82 1.96 -0.249
O 18.636 11.271 6.224 -1.50 0.52 -1.08 -0.135
H 21.793 10.627 6.411 0.19 -0.27 0.20 0.054
H 20.336 9.612 6.314 0.09 -0.04 0.06 0.061
H 20.691 10.570 7.777 -0.30 0.31 -0.06 0.053
H 20.121 11.671 4.879 0.03 0.15 0.18 0.086
H 20.092 12.675 6.406 0.49 0.10 -0.26 0.091
H 18.584 11.089 7.165 -0.15 -0.08 0.46 0.032
```
Positions in Å, forces in eV/Å.

Its SMILES is COC[C@H](C)N.COC[C@H](C)N.COC[C@H](C)N.CCO.CCO.CCO.CCO.CCO. The value obtained for the electronic energy is -1642.012139 a.u. As for the charge: 0. The orbital gap is 0.3502 Eh. The value obtained for the largest force on an atom is 2.703 eV/A. Its HOMO energy is -8.999 eV.